1.
DFT (ωB97M-V/def2-TZVPD) results for a structure of composition C18H32As3NO4Pd.

The total charge is +4. The expectation value of S² is 6.012. Its HOMO-LUMO gap (spin up / spin down) is 8.91 / 5.35 eV. As for the spin multiplicity: 5. The calculation puts the HOMO energy (spin up / spin down) at -20.4 / -21.3 eV.

XYZ file:
```
59
C18H32As3NO4Pd ωB97M-V/def2-TZVPD
Pd 1.4711 -1.3357 0.1335
O 2.7680 -5.1616 -1.8251
C 2.6334 -4.0536 -1.1977
O 1.5658 -3.4543 -1.0192
C 3.9072 -3.4758 -0.6429
C 5.1780 -4.0313 -0.8126
C 6.2462 -3.4056 -0.1838
C 6.0380 -2.2510 0.5636
C 4.7355 -1.7603 0.6801
N 3.7166 -2.3740 0.0759
C 4.2761 -0.5498 1.4455
O 4.9767 0.0166 2.3626
O 3.1460 -0.1091 1.1921
H 1.9646 -5.6156 -2.1495
H 5.2986 -4.9178 -1.4225
H 7.2414 -3.8279 -0.2587
H 6.8759 -1.7454 1.0248
H 5.8526 -0.3265 2.6169
C -2.2429 -2.4566 -1.1202
As -0.6636 -1.3157 -1.3832
C -0.2144 -1.8223 -3.2163
C -1.3892 0.5313 -1.7021
C -1.9276 1.4300 -0.5667
C -3.0355 0.7128 0.1947
C -0.8299 1.8834 0.4058
As 0.1493 0.5752 1.6036
C 1.3118 1.8523 2.5143
C -1.0603 0.0838 3.0836
C -2.4865 2.6613 -1.3340
As -3.6305 4.1815 -0.5757
C -3.1958 4.8156 1.2292
C -5.5175 3.6709 -0.5590
H -2.7810 -2.2715 -0.1921
H -1.9391 -3.5062 -1.1377
H -2.9092 -2.2771 -1.9743
H -0.9236 -1.3514 -3.9074
H -0.3026 -2.9076 -3.3201
H 0.7970 -1.5266 -3.4993
H -2.2083 0.3297 -2.4042
H -0.6006 1.0548 -2.2566
H -2.6198 -0.1645 0.6988
H -3.8268 0.3913 -0.4810
H -3.4662 1.3717 0.9502
H -1.2652 2.5870 1.1296
H -0.0310 2.4080 -0.1328
H 0.6942 2.6249 2.9857
H 2.0140 2.3149 1.8209
H 1.8859 1.3483 3.2949
H -1.6287 0.9683 3.3887
H -0.4361 -0.2320 3.9241
H -1.7451 -0.7295 2.8466
H -3.1497 2.3129 -2.1307
H -1.6609 3.1898 -1.8208
H -2.1450 5.0813 1.3257
H -3.4919 4.0698 1.9692
H -3.7903 5.7174 1.3992
H -5.8280 3.2616 -1.5200
H -6.1139 4.5641 -0.3551
H -5.6872 2.9460 0.2415
```

---

2.
DFT (ωB97M-V/def2-TZVPD) results for a structure of composition C18H32Br12ClNO5P2.

The total charge is 0. Its HOMO-LUMO gap is 8.78 eV. As for the spin multiplicity: 1. The calculation puts the HOMO energy at -9.0 eV.

XYZ file:
```
71
C18H32Br12ClNO5P2 ωB97M-V/def2-TZVPD
C 0.1076 3.7576 1.0749
C -0.7966 3.3418 -0.0800
C -1.1999 1.8572 0.0230
Cl -2.6155 1.6822 1.0979
C -1.3804 1.2033 -1.4007
O -0.0857 1.3135 -1.8905
C 0.2529 0.5068 -3.0305
C 1.7535 0.0772 -2.9477
C 2.5202 0.8228 -1.8359
C 2.0215 -1.4433 -2.9705
C 1.2706 -2.3509 -1.9864
C -0.0627 -2.9290 -2.5639
C 1.0646 -1.7783 -0.5858
C -2.5088 1.9355 -2.1625
C -3.7638 1.0874 -1.9894
P -5.1335 1.3384 -3.2037
P -6.6555 -0.0171 -2.4227
O -6.2174 -0.5803 -1.1460
O -8.0527 0.7256 -2.2222
O -6.8658 -1.1605 -3.5186
C -3.1474 -0.3101 -1.8820
O -3.5583 -1.3091 -2.3263
N -1.9638 -0.0918 -1.1874
H -0.4499 3.6995 2.0105
H 0.9622 3.0968 1.1673
H 0.4743 4.7773 0.9735
H -0.2442 3.5341 -0.9972
H -1.7126 3.9289 -0.1039
H -0.3620 1.2892 0.4502
H 0.1556 1.1597 -3.9013
H -0.4272 -0.3241 -3.2009
H 2.1962 0.4619 -3.8668
H 2.0869 0.6821 -0.8528
H 2.5376 1.8748 -2.1001
H 3.5251 0.4092 -1.7966
H 3.0866 -1.5670 -2.7601
H 1.8940 -1.8041 -3.9905
H 1.8993 -3.2311 -1.8456
H -0.2159 -2.5687 -3.5760
H -0.8699 -2.5544 -1.9444
H -0.0761 -4.0114 -2.5276
H 0.5557 -2.5157 0.0313
H 2.0460 -1.6430 -0.1218
H 0.5796 -0.8109 -0.5611
H -2.6317 2.9961 -1.9821
H -2.3531 1.8929 -3.2510
H -4.2619 1.1750 -1.0223
H -5.6634 2.6179 -2.9264
H -8.5046 0.2574 -1.5003
H -6.1812 -1.8313 -3.2989
H -1.8096 -0.5682 -0.3121
C -4.2703 -5.2744 -3.1609
Br -5.3774 -3.7992 -3.7236
Br -2.8319 -5.5913 -4.4027
Br -3.6289 -5.0420 -1.3604
H -4.8961 -6.1551 -3.1656
C 2.0333 0.3839 3.6998
Br 2.5333 1.9743 4.6659
Br 0.4500 0.6712 2.6402
Br 3.4901 -0.2902 2.6339
H 1.7973 -0.3741 4.4335
C 4.5256 1.3409 8.0899
Br 3.2759 0.3181 9.1420
Br 5.7935 2.2773 9.1966
Br 5.4058 0.2487 6.7698
H 3.9543 2.0873 7.5557
C 9.4235 -0.1810 8.0270
Br 9.1377 -1.6182 6.7743
Br 9.1781 1.5431 7.2009
Br 8.3327 -0.3853 9.6025
H 10.4547 -0.2358 8.3446
```

---

3.
DFT (ωB97M-V/def2-TZVPD) results for a cluster of 3 separate species, C18H32BrNO2 in total.

Its structure (SMILES) is NC1=CC(=O)C=C(Br)C1=O.CCCCCC.CCCCCC. The total charge is 0. Its HOMO-LUMO gap is 8.67 eV. As for the spin multiplicity: 1. The calculation puts the HOMO energy at -10.0 eV.

XYZ file:
```
54
C18H32BrNO2 ωB97M-V/def2-TZVPD
N -0.9210 -1.5924 1.1038
C -1.8058 -0.4464 0.7521
C -1.4251 0.8929 1.0331
C -2.5076 2.0047 0.6431
O -2.2319 3.1239 0.1910
C -4.0301 1.5776 0.9312
C -4.4170 0.2395 0.6690
Br -6.2221 -0.4450 1.0216
C -3.2522 -0.6901 0.0677
O -3.4308 -1.4922 -0.8643
H 0.0520 -1.3066 0.9399
H -1.0273 -1.6773 2.1312
H -0.4404 1.1420 1.5378
H -4.7728 2.3346 1.3350
C -0.6290 -4.3519 -5.7813
C -0.4355 -5.2424 -4.5610
C -1.4531 -4.9768 -3.4506
C -1.4086 -3.5705 -2.8446
C -0.0746 -3.1482 -2.2487
C 0.3560 -4.0148 -1.0801
H -0.4908 -3.2961 -5.5376
H 0.0982 -4.6099 -6.5561
H -1.6296 -4.4810 -6.2030
H 0.5849 -5.1281 -4.1818
H -0.5306 -6.2873 -4.8753
H -1.3099 -5.7199 -2.6588
H -2.4607 -5.1503 -3.8448
H -2.1739 -3.5073 -2.0636
H -1.6968 -2.8399 -3.6075
H -0.1694 -2.1143 -1.8989
H 0.7091 -3.1437 -3.0124
H -0.4009 -3.9945 -0.2910
H 1.2939 -3.6415 -0.6618
H 0.5191 -5.0544 -1.3746
C 0.3747 4.3131 1.3984
C 1.7239 3.6066 1.3712
C 2.0638 2.9000 2.6845
C 2.1944 3.8159 3.9053
C 3.2326 4.9312 3.7759
C 4.6546 4.4151 3.5973
H 0.3506 5.1098 2.1460
H 0.1666 4.7659 0.4262
H -0.4285 3.6085 1.6190
H 2.5079 4.3229 1.1069
H 1.7082 2.8595 0.5698
H 2.9937 2.3372 2.5496
H 1.2896 2.1525 2.8959
H 2.4432 3.1964 4.7749
H 1.2215 4.2663 4.1276
H 3.1970 5.5421 4.6840
H 2.9775 5.5973 2.9466
H 4.9458 3.7782 4.4380
H 5.3560 5.2505 3.5484
H 4.7615 3.8381 2.6758
```

---

4.
DFT (ωB97M-V/def2-TZVPD) results for a structure of composition C18H32CdF3O11.

The total charge is +1. Its HOMO-LUMO gap is 3.63 eV. The energy above the lowest of the compared OMol25 structures with the same formula, charge and spin comes out at 0.432 eV. As for the spin multiplicity: 1. The calculation puts the HOMO energy at -9.1 eV.

XYZ file:
```
65
C18H32CdF3O11 ωB97M-V/def2-TZVPD
Cd -0.3633 -0.9200 1.2209
C -4.3511 -1.1951 -2.2617
O -4.0115 -0.5269 -3.4233
O -3.2032 -0.9783 -1.4332
C -5.7828 -0.9492 -1.6179
F -6.0608 -1.3904 -0.4011
F -6.0415 0.3185 -1.4961
F -6.6439 -1.5967 -2.4577
C -4.8646 -0.8001 -4.5870
C -4.3222 -0.0847 -5.7732
H -3.4380 -0.5937 -6.1569
H -5.0942 -0.1292 -6.5414
H -4.0569 0.9529 -5.5702
H -5.8123 -0.2732 -4.4760
H -5.0325 -1.8458 -4.8447
H -4.3295 -2.2154 -2.6446
C -0.4482 1.8527 2.4799
O -1.0774 0.5819 2.6204
C -1.5100 0.2874 3.9429
C -1.9089 -1.2412 4.1052
O -1.1793 -1.9977 3.1273
C -1.4887 -3.4167 3.0009
C -0.3863 -4.1130 2.1954
O 0.1265 -3.1268 1.2326
C 1.2525 -3.5833 0.5025
H 0.0624 2.0318 1.5337
H 0.3664 1.9533 3.1971
H -1.0352 2.7557 2.6480
H -2.3634 0.9187 4.1906
H -0.6947 0.5078 4.6319
H -2.9818 -1.3829 3.9756
H -1.5572 -1.5804 5.0795
H -2.4424 -3.5104 2.4816
H -1.4597 -3.9227 3.9659
H -0.7536 -4.9908 1.6638
H 0.4075 -4.5373 2.8102
H 1.0171 -4.4359 -0.1345
H 1.9553 -3.9912 1.2290
H 1.6871 -2.7895 -0.1051
C 1.1342 3.6617 -5.3263
C 0.5344 2.3459 -4.8185
C 1.2596 1.1950 -5.3329
O 1.6383 0.4704 -4.1697
C 1.3579 1.1518 -3.1140
O 1.4071 0.6890 -1.9514
O 0.8490 2.3365 -3.4879
H 0.7583 4.5556 -4.8285
H 0.9217 3.8321 -6.3817
H 2.2171 3.6914 -5.2056
H -0.5535 2.3761 -4.8796
H 2.0959 1.4076 -5.9989
H 0.5505 0.5516 -5.8537
C 6.0704 2.9481 5.0329
C 5.7649 2.1411 3.7922
C 6.3612 0.7457 3.8113
O 5.3282 -0.0824 3.4773
C 4.1677 0.5909 3.4527
O 3.0631 0.0877 3.2382
O 4.3987 1.8914 3.7081
H 5.5747 3.9155 4.9513
H 7.1335 3.1543 5.1564
H 5.7266 2.4312 5.9289
H 6.1875 2.7063 2.9614
H 6.6729 0.4440 4.8112
H 7.2006 0.7198 3.1164
```

---

- Number 3 is which compound?
  C18H32BrNO2

---

- Which formula does entry 1 have?
  C18H32As3NO4Pd